(1)
Formula: C3H9NS2
Source: the OMol25 dataset
Level of theory: ωB97M-V/def2-TZVPD

```
15
Properties=species:S:1:pos:R:3:forces:R:3
C -1.30919 -1.53682 -0.46095 -0.8 -0.4 1.2
N -0.83951 -0.44693 -0.05175 0.2 0.2 -1.8
C -1.72818 0.66634 0.22319 0.6 -0.4 2.2
H -0.70598 -2.30017 -0.94383 0.4 0.0 0.2
H -2.33158 -1.84910 -0.18756 -0.2 0.2 -0.7
H -2.59476 0.39497 0.84216 -0.4 -0.1 -0.6
H -1.95592 1.18915 -0.69472 -0.2 0.0 -0.1
H -1.17740 1.33079 0.89756 0.0 0.3 -0.4
C 1.62975 1.07196 0.47171 0.8 1.5 -0.1
S 3.10384 0.42463 -0.32312 -0.2 -0.7 0.1
S 2.25038 -1.19177 -1.35361 0.2 0.4 0.0
H 1.11540 0.38496 1.12534 -0.1 -0.2 -0.2
H 1.02974 1.55542 -0.28987 -0.6 -0.4 0.0
H 2.00375 1.91543 1.06368 0.1 -0.2 0.2
H 1.50967 -1.60884 -0.31823 0.1 -0.1 0.0
```
Positions in Å, forces in eV/Å.

Max |F| ... 2.3 eV/A
Orbital gap ... 8.836 eV
ΔE to the lowest compared entry with this formula, charge and spin ... 1.723 eV
Highest occupied orbital energy ... -8.162 eV
Charge ... 0


(2)
Formula: C2H5ClNO2S
Source: the OMol25 dataset
Level of theory: ωB97M-V/def2-TZVPD

```
12
Properties=species:S:1:pos:R:3:forces:R:3
C -0.85902 -0.80991 0.94696 -0.8 2.3 0.7
C 0.03400 -0.83977 -0.26938 3.9 -3.2 0.2
N -0.29827 0.14339 -1.17406 -1.5 3.1 0.2
O 1.55262 1.23723 0.75519 -0.8 0.8 -0.6
O 0.63088 2.87324 -0.88604 0.2 0.0 -0.1
S 0.35962 1.86044 0.12512 0.4 -0.7 0.2
Cl 0.69604 0.37068 -2.54139 0.4 -0.8 -0.1
H -1.88858 -0.70124 0.51115 0.4 -1.3 0.8
H -0.57996 -1.50853 1.75344 -0.7 -0.5 -0.9
H -0.86953 0.14605 1.54272 0.7 -0.5 -0.8
H 1.18462 -0.88404 -0.12454 -1.3 0.8 0.9
H 0.03759 -1.88754 -0.63917 -1.0 0.0 -0.6
```
Positions in Å, forces in eV/Å.

Max |F| ... 5.1 eV/A
Orbital gap ... 7.330 eV
ΔE to the lowest compared entry with this formula, charge and spin ... 2.421 eV
Highest occupied orbital energy ... -3.481 eV
Charge ... -1


(3)
Formula: C9H17N4O3S
Source: the OMol25 dataset
Level of theory: ωB97M-V/def2-TZVPD

```
34
Properties=species:S:1:pos:R:3:forces:R:3
C 2.41777 -1.59070 1.67898 -0.8 2.1 -0.8
N 1.87696 -0.45800 0.81895 1.3 -0.6 -2.4
C 1.17196 0.69056 1.33424 -0.1 0.3 0.1
C -0.21339 0.32421 1.90889 1.8 -1.2 -0.5
N -1.12075 -0.18656 0.80981 0.9 -0.4 2.5
C -1.31845 -1.54522 0.60252 -2.4 2.0 -3.2
C -2.19157 -1.65214 -0.45557 1.2 2.2 0.2
N -2.43567 -0.27832 -0.87507 -1.4 -2.6 -0.2
C -3.05919 0.21949 -2.09903 -1.0 -1.1 -1.2
C -1.85737 0.54178 -0.05158 2.0 1.6 2.0
C -2.01962 2.10040 -0.08937 -0.6 -1.1 -0.6
N -2.04425 2.84134 1.17742 -0.8 3.0 1.5
O -2.55196 3.97630 1.09335 1.7 -4.0 -0.4
S 1.99156 -0.63982 -0.94147 -2.5 0.6 0.0
C 3.65767 -0.37151 -1.61133 1.7 -2.2 -0.2
O 1.15275 0.37856 -1.63600 1.7 -1.0 2.1
O 1.53620 -1.98678 -1.21177 1.2 0.3 0.5
H 3.34170 -1.96072 1.31346 0.6 -0.5 -1.0
H 2.74568 -1.17889 2.62512 -0.6 0.2 0.5
H 1.66530 -2.35077 1.72869 -0.1 -0.6 0.4
H 1.07371 1.43128 0.52867 0.1 -0.2 0.2
H 1.71122 1.17892 2.16899 0.0 -0.2 -0.4
H -0.57557 1.20438 2.36683 -1.0 0.7 0.4
H 0.08535 -0.42495 2.71925 -1.5 0.5 -1.3
H -0.81699 -2.38269 0.93192 1.2 -1.0 1.5
H -2.46637 -2.56816 -0.96402 -0.3 0.6 -0.2
H -3.96008 -0.45444 -2.45815 1.9 1.6 1.0
H -3.31317 1.28904 -1.95325 -0.3 -1.0 -0.3
H -2.24024 0.17413 -2.82825 -0.5 0.0 -0.3
H -3.05032 2.19278 -0.39718 -0.2 0.5 -0.8
H -1.29903 2.60822 -0.74816 -0.3 -0.3 -0.1
H 4.61123 -0.83114 -1.14621 -2.0 0.5 0.2
H 3.86850 0.67097 -1.76598 -0.4 0.4 -0.1
H 3.62641 -0.96154 -2.57473 -0.4 1.0 0.8
```
Positions in Å, forces in eV/Å.

Max |F| ... 4.5 eV/A
Orbital gap ... 8.642 eV
ΔE to the lowest compared entry with this formula, charge and spin ... 1.537 eV
Highest occupied orbital energy ... -12.740 eV
Charge ... +1


(4)
Formula: C12H30Cl3N3O3
Source: the OMol25 dataset
Level of theory: ωB97M-V/def2-TZVPD

```
51
Properties=species:S:1:pos:R:3:forces:R:3
C -2.05322 -0.56930 -0.64162 -0.8 -0.4 0.5
Cl -2.65418 -2.13038 -1.21621 -2.1 1.0 0.2
Cl -1.37099 -0.67287 0.99609 -4.0 -8.7 -0.6
Cl -3.18713 0.82156 -0.70602 -2.8 -1.6 1.2
H -1.26596 -0.23544 -1.31754 -1.8 -0.6 0.8
C 0.12641 -2.21346 -1.29052 -0.3 -1.0 1.7
C 0.89399 -2.54695 0.03836 -0.5 0.9 0.9
C 0.25528 -3.36496 1.21193 -0.7 0.0 -0.5
O 1.08553 -3.47824 2.36682 1.3 -0.6 0.5
C 1.07432 -2.45131 3.41971 -0.4 -0.5 -2.2
N 2.22578 -2.93130 -0.29528 0.6 -1.9 -0.5
H -0.64853 -2.96252 -1.45328 1.0 -0.3 -0.5
H 0.74828 -2.04388 -2.16951 0.4 -0.4 0.3
H -0.39213 -1.28123 -1.06659 1.2 -2.4 -0.8
H 1.11023 -1.63751 0.59893 -2.5 -4.8 -1.4
H 0.03802 -4.34586 0.78916 0.3 -0.6 0.6
H -0.71322 -2.99543 1.54890 0.0 0.3 -0.4
H 1.49800 -1.56616 2.94525 -0.7 0.6 0.2
H 1.76649 -2.61438 4.24578 -0.1 -1.1 -0.2
H 0.04253 -2.42830 3.77043 0.1 0.8 0.2
H 2.58928 -3.43531 0.50093 0.6 0.2 0.6
H 2.04514 -3.71196 -0.91013 0.7 -0.3 -0.9
C 0.43964 1.09200 -3.88717 0.4 -0.9 -0.5
C -0.30787 0.67161 -2.64536 0.0 3.0 -0.7
C 0.57317 0.94078 -1.39848 1.9 0.1 -1.3
O 0.14970 0.13627 -0.36265 4.2 3.9 2.1
C 1.07324 0.16352 0.77174 1.0 1.5 0.1
N -1.48098 1.62935 -2.64945 1.0 -1.1 0.1
H -0.07782 0.86378 -4.81897 -0.2 -0.4 0.2
H 1.40169 0.57962 -3.89286 0.3 0.4 -0.3
H 0.50121 2.17968 -3.92273 0.6 0.0 0.3
H -0.69336 -0.34793 -2.65308 0.5 0.2 -0.8
H 0.58356 1.98681 -1.09217 0.1 -0.7 -0.9
H 1.64282 0.74795 -1.48082 0.3 -0.4 -1.1
H 0.62757 0.42051 1.73270 -0.3 -0.3 -0.3
H 1.97269 0.77895 0.75385 -0.2 0.7 -1.1
H 1.43303 -0.86400 0.71832 1.9 4.5 1.6
H -1.88876 1.52189 -1.73170 0.0 0.8 -0.9
H -1.10635 2.56723 -2.66144 0.2 0.2 -0.3
C -1.39669 1.43847 1.57142 -1.3 3.7 2.0
O -1.83972 0.88522 2.64890 2.0 3.7 -2.6
N -0.77963 2.67748 1.43892 -1.2 -2.0 2.4
C -0.31228 3.29544 0.23673 -0.5 0.4 -0.3
C -0.46102 3.35290 2.67823 -0.2 0.7 0.3
H -1.51290 1.03092 0.55526 0.0 2.5 1.5
H -0.80547 4.25777 0.09961 0.3 0.4 0.3
H -0.53771 2.79008 -0.70236 -0.7 0.0 1.0
H 0.77323 3.37603 0.29384 0.1 0.5 -0.1
H 0.49022 3.03603 3.10581 0.3 0.1 -0.2
H -0.46529 4.42497 2.48144 0.3 0.1 0.2
H -1.20985 3.16187 3.44690 -0.1 -0.2 -0.3
```
Positions in Å, forces in eV/Å.

Max |F| ... 9.6 eV/A
Orbital gap ... 9.121 eV
ΔE to the lowest compared entry with this formula, charge and spin ... 12.379 eV
Highest occupied orbital energy ... -8.647 eV
Charge ... 0


(5)
Formula: C3H11N2S
Source: the OMol25 dataset
Level of theory: ωB97M-V/def2-TZVPD

```
17
Properties=species:S:1:pos:R:3:forces:R:3
N -0.24481 -1.56662 -1.56621 -1.4 0.2 0.4
C -0.92998 -0.73501 -0.47864 -0.3 0.8 -2.4
C 0.04184 0.36743 -0.08808 -0.9 0.2 2.1
N 1.41378 -0.34669 0.00703 -0.8 1.3 -1.5
C -0.32158 0.98599 1.26770 -2.7 0.8 0.0
S 0.69599 2.35098 1.80943 0.8 0.6 -0.3
H -0.34144 -2.51493 -1.27253 0.6 -1.0 0.7
H -0.77542 -1.70212 -2.43835 0.0 1.2 0.3
H -1.34572 -1.26900 0.35982 0.6 -0.7 0.4
H -1.82377 -0.21123 -0.84264 0.2 -0.2 -0.3
H 0.04269 1.20820 -0.81310 0.7 -0.9 0.0
H 1.45410 -0.36817 -1.08227 1.2 -1.3 2.1
H 1.36287 -1.26030 0.51127 -0.2 0.7 -1.1
H 2.11825 0.21111 0.50755 -0.1 0.3 -0.6
H -0.36058 0.18280 2.00370 0.4 0.2 0.4
H -1.40989 1.44345 1.33891 1.9 -1.3 -0.8
H 0.42365 3.22410 0.77642 0.0 -0.7 0.6
```
Positions in Å, forces in eV/Å.

Max |F| ... 2.8 eV/A
Orbital gap ... 9.934 eV
ΔE to the lowest compared entry with this formula, charge and spin ... 1.535 eV
Highest occupied orbital energy ... -13.223 eV
Charge ... +1


(6)
Formula: C35H35N3O2P2PdS2
Source: the OMol25 dataset
Level of theory: ωB97M-V/def2-TZVPD

```
80
Properties=species:S:1:pos:R:3:forces:R:3
Pd 0.52090 -0.15611 -0.11034 -0.1 0.0 0.0
N 3.01002 -3.40912 1.19620 0.0 0.0 0.1
C 2.05485 -2.52896 0.84910 -0.1 0.0 0.0
S 2.56962 -1.11500 -0.06095 0.0 0.0 0.0
N 0.83368 -2.72173 1.22943 0.1 0.0 0.0
N -0.05990 -1.76789 0.81558 0.0 0.0 0.0
C -1.30605 -1.98549 1.13616 0.0 0.0 0.0
C -2.43030 -1.16298 0.89444 0.0 0.0 0.0
C -3.65661 -1.56429 1.48393 0.0 0.0 0.0
C -4.79650 -0.83557 1.30490 0.0 0.0 0.0
C -4.75290 0.32213 0.50674 0.0 0.0 0.0
C -3.58902 0.73129 -0.09240 0.0 0.0 0.0
C -2.39930 0.00105 0.08143 0.0 0.0 0.0
O -1.32483 0.40843 -0.55004 0.1 0.0 0.1
H 3.93293 -3.35256 0.80457 0.0 0.0 0.0
H 2.73363 -4.26498 1.64934 0.0 0.0 0.0
H -1.46663 -2.92026 1.66577 0.0 0.0 0.0
H -3.67393 -2.46570 2.08431 0.0 0.0 0.0
H -5.72492 -1.14700 1.76120 0.0 0.0 0.0
H -5.65687 0.89811 0.35695 0.0 0.0 0.0
H -3.55698 1.61326 -0.71761 0.0 0.0 0.0
C 2.35912 1.87971 -3.51230 0.0 0.0 0.0
S 0.85808 1.25752 -2.78707 -0.1 0.0 0.0
C -0.27056 2.57325 -3.18675 0.0 0.0 0.0
O 1.09273 1.43440 -1.26261 0.1 0.0 0.0
H 2.57297 2.87386 -3.12596 0.0 0.0 0.0
H 2.21912 1.89125 -4.59333 0.0 0.0 0.0
H 3.15966 1.19197 -3.24756 0.0 0.0 0.0
H -0.38725 2.60389 -4.27013 0.0 0.0 0.0
H 0.12005 3.51512 -2.80433 0.0 0.0 0.0
H -1.21982 2.32333 -2.71725 0.0 0.0 0.0
C 2.89808 1.66775 1.72220 0.0 0.0 0.0
P 1.27080 0.92137 1.85373 0.0 0.0 0.0
C 0.02089 2.16261 2.16332 0.0 0.0 0.0
C -0.62066 2.84042 1.12671 0.0 0.0 0.0
C -1.49037 3.87403 1.42508 0.0 0.0 0.0
C -1.71268 4.24198 2.74535 0.0 0.0 0.0
C -1.05844 3.58321 3.77731 0.0 0.0 0.0
C -0.19326 2.54017 3.49524 0.0 0.0 0.0
C 1.27143 -0.24045 3.20486 0.0 0.1 0.0
C 0.05707 -0.54011 3.83460 -0.1 0.0 -0.1
C 0.02663 -1.44703 4.87483 0.0 0.0 0.0
C 1.20249 -2.06022 5.29704 0.0 0.0 0.0
C 2.40938 -1.76222 4.68179 0.0 0.0 0.0
C 2.44796 -0.85772 3.63331 0.0 0.0 0.0
P 3.40049 2.81376 0.32425 0.0 0.0 0.0
C 4.97930 3.38031 1.06356 0.0 0.1 0.0
C 5.37986 4.69222 0.80263 0.0 0.0 0.0
C 6.61220 5.15222 1.23692 0.0 0.0 0.0
C 7.46550 4.30917 1.93563 0.0 0.0 0.0
C 7.08249 3.00223 2.19028 0.0 0.0 0.0
C 5.84980 2.53795 1.75127 0.0 0.0 0.0
C 2.33683 4.26233 0.66441 0.0 0.0 0.0
C 1.65064 4.83018 -0.40344 0.0 0.0 0.0
C 0.87517 5.97025 -0.22755 0.0 0.0 0.0
C 0.77856 6.54631 1.02874 0.0 0.0 0.0
C 1.46231 5.98918 2.10514 0.0 0.0 0.0
C 2.24066 4.85966 1.92234 0.0 0.0 0.0
H 3.60394 0.83954 1.69095 0.0 0.0 0.1
H 3.00360 2.18202 2.68707 0.0 0.0 0.0
H -0.44364 2.56231 0.09746 0.0 0.0 0.1
H -1.99202 4.40039 0.62429 0.0 0.0 0.0
H -2.39666 5.04917 2.97217 0.0 0.0 0.0
H -1.22388 3.87705 4.80492 0.0 0.0 0.0
H 0.31539 2.03419 4.30490 0.0 0.0 0.0
H -0.85775 -0.05296 3.51842 0.0 -0.1 0.0
H -0.90961 -1.67125 5.36812 0.0 0.0 0.0
H 1.17618 -2.76563 6.11695 0.0 0.0 0.0
H 3.32350 -2.23105 5.01942 0.0 0.0 0.0
H 3.39590 -0.64344 3.15987 0.0 0.0 0.0
H 4.72274 5.36558 0.26538 0.0 0.0 0.0
H 6.90619 6.17276 1.03124 0.0 0.0 0.0
H 8.42626 4.66977 2.27694 0.0 0.0 0.0
H 7.74507 2.33762 2.72860 0.0 0.0 0.0
H 5.59163 1.50464 1.95084 0.0 0.0 0.0
H 1.74590 4.38929 -1.38914 0.0 0.0 0.0
H 0.36549 6.41847 -1.07083 0.0 0.0 0.0
H 0.18700 7.44138 1.17019 0.0 0.0 0.0
H 1.40229 6.45146 3.08187 0.0 0.0 0.0
H 2.80476 4.46154 2.75898 0.0 0.0 0.0
```
Positions in Å, forces in eV/Å.

Max |F| ... 0.1 eV/A
Orbital gap ... 5.261 eV
ΔE to the lowest compared entry with this formula, charge and spin ... 0.084 eV
Highest occupied orbital energy ... -13.033 eV
Charge ... +2


What are the lowest unoccupied orbital energy values for these records? In order: 0.67, 3.85, -4.10, 0.47, -3.29, -7.77 eV.